Below is CH5NO2Si as an isolated structure, with properties calculated with ωB97M-V/def2-TZVPD.

Each line ends with the natural charge from an NBO analysis.
Geometry (Å):
C1 -1.183 -0.217 -0.722  -1.029
N1 1.556 0.242 -0.108  0.171
O1 2.475 0.943 -0.312  -0.212
O2 1.635 -1.258 0.046  -0.529
Si1 -0.005 0.289 0.690  1.204
H1 -0.697 -0.985 -1.173  0.250
H2 -2.145 -0.515 -0.176  0.241
H3 -1.403 0.535 -1.358  0.227
H4 -0.358 -0.721 1.679  -0.162
H5 0.125 1.688 1.433  -0.162

Values from the calculation:
2S+1 = 1
HOMO energy = -10.551 eV
energy = -535.65919 Ha
frontier orbital gap = 9.2 eV
LUMO energy = -1.3 eV